70
Properties=species:S:1:pos:R:3:mulliken_charge:R:1 method="wB97M-V/def2-TZVPD" lumo_ev=-3.519 relative_energy_kcal_mol=0.00 homo_energy_ha=-0.3913 orbital_gap_ev=7.13 total_charge=+1
I 1.86709 -1.85559 -0.00955 0.12
Rh 0.12117 0.26699 0.24398 -0.43
N -0.69910 0.88598 -1.64880 1.06
N -1.46281 -1.18388 -0.14824 0.51
N -0.54485 2.15147 1.05729 -0.13
N -0.14480 -0.62500 2.26482 -0.24
C -3.57292 3.39232 -2.54624 -1.46
C 3.12220 0.85016 0.35463 0.52
C -3.35697 -1.66657 -1.31199 -1.13
C 4.54425 -1.02717 1.04848 -0.72
C -1.05288 3.19253 -2.41276 0.65
C 0.58167 4.20916 -3.87652 -1.22
C 1.85308 1.37121 -0.06773 1.26
C 1.60840 0.60263 -3.31706 0.02
C 1.28287 3.01371 -3.93028 -0.58
C -0.30707 2.00702 -2.44737 -0.79
C -1.80921 0.27974 -1.94645 0.53
C -2.26758 -0.80102 -1.18627 -0.57
C 3.37636 -0.52448 0.56332 0.31
C 0.86077 1.90482 -3.21229 0.88
C 2.90819 3.57122 -0.20188 -1.62
C 1.00004 -0.32337 -4.37487 -1.33
C 4.08440 3.09592 0.28059 -0.97
C -2.34305 3.35158 -1.63200 -0.72
C -1.76822 0.49125 3.73351 -1.07
C -0.31249 0.07695 3.55088 -0.75
C -2.01401 -2.29677 0.36494 -0.69
C -3.19649 -2.62392 -0.31382 -0.87
C 1.79430 2.70872 -0.36913 -0.03
C -1.39866 2.44413 2.23392 -1.17
C 4.22654 1.71874 0.56970 1.01
C -2.32188 1.28364 2.55270 -0.05
C 5.44978 1.19617 1.06205 -0.97
C 5.59928 -0.13117 1.32805 -0.67
C -0.57734 4.29101 -3.12751 -0.77
H 0.93488 5.07166 -4.42685 0.43
H 0.94364 0.17564 -5.34318 0.35
H -0.03958 -0.57146 4.38517 0.44
H -2.38984 -0.39561 3.88772 0.41
H 4.93085 3.75457 0.43194 0.42
H 0.88994 3.15352 -0.75557 0.67
H 2.80139 4.62015 -0.45010 0.50
H -3.83070 -3.46900 -0.10069 0.47
H -4.49052 3.41880 -1.95812 0.46
H 6.27679 1.87808 1.21852 0.42
H 1.59703 0.09594 -2.35277 -0.70
H -2.39335 0.64688 1.66601 -0.04
H -1.94959 3.36780 2.05573 0.39
H -2.47610 2.53244 -0.92249 0.14
H -1.83016 1.08334 4.64958 0.36
H -3.32895 1.62633 2.78665 0.51
H -3.60994 2.51488 -3.19325 0.30
H -0.01003 -0.63022 -4.09505 0.27
H 6.52973 -0.51599 1.72319 0.41
H -2.36320 0.59717 -2.82698 0.53
H -4.15010 -1.59736 -2.04033 0.53
H -1.54122 -2.86566 1.15707 0.59
H -1.13204 5.22202 -3.09050 0.52
H 0.37443 0.92203 3.56488 0.40
H -0.93689 -1.24243 2.11786 0.10
H -2.30006 4.28573 -1.06473 0.61
H 0.67937 -1.21601 2.31070 0.28
H 2.65090 0.80865 -3.56653 0.69
H -1.03801 2.44768 0.21961 -0.07
H 1.60588 -1.22301 -4.48983 0.41
H 4.67929 -2.08981 1.19876 0.46
H 2.18198 2.93822 -4.53058 0.51
H -3.55000 4.27431 -3.18586 0.38
H 0.30026 2.71138 1.09464 0.35
H -0.74048 2.62633 3.08191 0.56